{
  "formula": "C34H100N24O18",
  "method": "the ωB97M-V functional and the def2-TZVPD basis",
  "orbital_gap_ev": 7.914,
  "total_charge": 0,
  "symbols": ["C", "O", "N", "N", "H", "H", "H", "H", "C", "O", "N", "N", "H", "H", "H", "H", "C", "O", "N", "N", "H", "H", "H", "H", "C", "O", "N", "N", "H", "H", "H", "H", "C", "O", "N", "N", "H", "H", "H", "H", "C", "O", "N", "N", "H", "H", "H", "H", "C", "O", "N", "N", "H", "H", "H", "H", "C", "O", "N", "N", "H", "H", "H", "H", "C", "O", "N", "N", "H", "H", "H", "H", "C", "O", "N", "N", "H", "H", "H", "H", "C", "O", "C", "C", "N", "C", "C", "O", "C", "H", "H", "H", "H", "H", "H", "H", "H", "H", "H", "H", "H", "H", "H", "H", "C", "O", "C", "C", "N", "C", "C", "O", "C", "H", "H", "H", "H", "H", "H", "H", "H", "H", "H", "H", "H", "H", "H", "H", "C", "O", "C", "C", "N", "C", "C", "O", "C", "H", "H", "H", "H", "H", "H", "H", "H", "H", "H", "H", "H", "H", "H", "H", "C", "O", "C", "C", "N", "C", "C", "O", "C", "H", "H", "H", "H", "H", "H", "H", "H", "H", "H", "H", "H", "H", "H", "H"],
  "xyz": [[-0.3843, 4.6372, 2.6264], [-1.1701, 3.7207, 2.8439], [-0.4778, 5.7232, 3.3639], [0.6191, 4.5736, 1.8065], [0.1363, 6.5043, 3.1825], [-1.2854, 5.8343, 3.9602], [0.7148, 3.7954, 1.1698], [1.1296, 5.4450, 1.7931], [-2.2289, -2.1925, -6.1661], [-2.0374, -2.9855, -5.2012], [-1.9140, -2.3559, -7.4090], [-2.7801, -1.0497, -5.9477], [-1.3833, -3.1303, -7.7816], [-2.1821, -1.5544, -7.9620], [-3.2429, -0.8288, -6.8178], [-3.1850, -0.9413, -5.0288], [0.0744, 4.4253, -1.9566], [0.6678, 3.5948, -1.2482], [-0.7550, 4.0727, -2.9109], [0.1581, 5.7376, -1.9166], [-1.2922, 4.7329, -3.4546], [-0.9978, 3.0931, -2.9502], [-0.1847, 6.3368, -2.6539], [0.5396, 6.0940, -1.0520], [0.8168, 0.0281, 7.5311], [1.4104, 0.0753, 8.6686], [-0.1144, -0.8892, 7.3158], [1.1444, 0.8550, 6.5454], [-0.7596, -0.9322, 6.5399], [-0.4453, -1.3238, 8.1653], [0.6711, 0.7519, 5.6591], [1.8351, 1.5743, 6.7054], [-0.4241, -3.7906, -1.3682], [-0.9880, -4.8087, -1.1608], [0.4442, -3.1408, -0.6224], [-0.3205, -3.3624, -2.5321], [0.6197, -3.5190, 0.2975], [0.9142, -2.2999, -0.9260], [-0.6178, -3.9207, -3.3194], [0.0269, -2.4558, -2.8109], [1.1908, -2.4291, -8.0501], [1.1130, -2.4416, -9.3061], [1.5036, -1.4539, -7.2695], [0.9265, -3.5475, -7.3856], [1.6551, -0.5520, -7.6983], [1.3103, -1.5734, -6.2854], [1.0828, -3.8510, -6.4350], [0.7117, -4.2551, -8.0735], [-4.1806, 3.8148, 0.0187], [-4.9524, 3.2833, -0.8205], [-4.5659, 4.7066, 0.9336], [-2.9571, 3.4008, 0.2642], [-5.5716, 4.7946, 0.9043], [-3.8691, 5.0767, 1.5641], [-2.4693, 3.7702, 1.0677], [-2.6348, 2.6439, -0.3217], [-3.0257, 0.5884, -2.3680], [-2.5654, 1.6306, -2.7730], [-4.1716, 0.3244, -1.8543], [-2.5928, -0.5785, -2.6481], [-4.8618, 1.0524, -1.9708], [-4.3948, -0.6453, -1.6811], [-1.7256, -0.4543, -3.1507], [-2.8322, -1.3422, -2.0320], [0.6886, 1.6353, -8.8703], [1.3109, 1.3848, -7.8686], [-0.1744, 2.5833, -9.0502], [0.5007, 0.7710, -9.8277], [-0.1173, 3.3272, -8.3694], [-0.5098, 2.7461, -9.9889], [0.7499, -0.1981, -9.6911], [0.0612, 1.1234, -10.6660], [-3.0090, 0.9232, 5.2214], [-2.1068, 0.1179, 5.2553], [-3.0983, 1.8741, 4.4495], [-4.0612, 0.8236, 5.9827], [-2.2593, 2.1369, 3.9524], [-3.8506, 2.5471, 4.4154], [-4.0218, -0.0272, 6.5257], [-4.7979, 1.5143, 5.9693], [-0.7091, -4.5825, 3.5124], [0.4710, -5.0144, 4.1189], [0.9245, -4.0193, 5.0532], [1.3474, -2.6815, 4.4266], [2.3669, -2.7908, 3.4254], [2.8194, -1.4921, 2.8852], [4.0147, -1.5851, 2.0429], [3.9130, -2.2996, 0.7954], [4.9697, -2.0724, -0.1682], [-0.9646, -5.3913, 2.8278], [-0.6408, -3.6705, 2.9195], [-1.5116, -4.4422, 4.2367], [1.7558, -4.5043, 5.5649], [0.2224, -3.7559, 5.8442], [1.5699, -2.1197, 5.3338], [0.5633, -2.0691, 3.9814], [1.9123, -3.3806, 2.7431], [2.9277, -0.7860, 3.7085], [2.0651, -1.0191, 2.2565], [4.8563, -2.0211, 2.5812], [4.2513, -0.5606, 1.7557], [4.8161, -1.1209, -0.6773], [4.7701, -2.8827, -0.8693], [5.9868, -2.0840, 0.2236], [0.3021, 0.1768, -4.4044], [0.7510, -0.8579, -3.5249], [2.1939, -0.7505, -3.2155], [2.5089, 0.2459, -2.0794], [1.8843, -0.0512, -0.7626], [0.4240, 0.1033, -0.8457], [-0.2198, 0.6036, 0.4060], [-0.5359, -0.3575, 1.3849], [-0.5220, 0.2859, 2.6222], [0.7458, 0.0487, -5.3917], [0.5482, 1.2043, -4.1367], [-0.7789, 0.1145, -4.5293], [2.8195, -0.4675, -4.0621], [2.5112, -1.7349, -2.8712], [2.2909, 1.2914, -2.2975], [3.5877, 0.1705, -1.9430], [2.3848, 0.2816, 0.0491], [-0.1080, -0.7529, -1.2605], [0.1630, 0.8770, -1.5677], [-1.1195, 1.1223, 0.0750], [0.4056, 1.4259, 0.7534], [0.4685, 0.6744, 2.8592], [-0.7189, -0.4123, 3.4358], [-1.2673, 1.0780, 2.6938], [-5.1087, -4.8005, 2.1120], [-4.7933, -3.5771, 1.5218], [-3.4717, -3.3952, 1.0797], [-3.5546, -2.2888, -0.0015], [-4.4730, -2.5810, -1.1691], [-4.1172, -3.6953, -1.9968], [-5.1124, -3.8244, -3.1750], [-6.3096, -4.2099, -2.6318], [-7.3002, -4.5188, -3.6739], [-4.4161, -4.9495, 2.9404], [-4.9957, -5.7016, 1.5092], [-6.0934, -4.7491, 2.5766], [-3.0505, -4.2574, 0.5627], [-2.7390, -3.1296, 1.8416], [-2.4891, -2.1621, -0.1931], [-3.8482, -1.3415, 0.4507], [-5.3104, -2.9758, -0.7652], [-4.2410, -4.6584, -1.5016], [-3.1044, -3.8147, -2.3818], [-4.7260, -4.4541, -3.9765], [-5.1376, -2.8817, -3.7218], [-6.8580, -5.3182, -4.2684], [-7.4210, -3.7481, -4.4351], [-8.2945, -4.7996, -3.3265], [8.1526, 5.9035, 4.2160], [7.1323, 5.1377, 4.7250], [7.4261, 3.6683, 4.6842], [6.3932, 2.6909, 5.4623], [5.3033, 2.0928, 4.8068], [4.3243, 3.1784, 4.5498], [3.1222, 2.4812, 3.9489], [3.4434, 1.7454, 2.7591], [3.9443, 2.4803, 1.6797], [7.7173, 6.8192, 3.8159], [8.7246, 5.4133, 3.4283], [8.7861, 6.2295, 5.0410], [8.2392, 3.5872, 5.4057], [7.5911, 3.3771, 3.6469], [6.1063, 3.0528, 6.4496], [7.0177, 1.8530, 5.7722], [5.7096, 1.9068, 3.9010], [4.7770, 3.8919, 3.8614], [4.0769, 3.8843, 5.3426], [2.4365, 3.2658, 3.6291], [2.6153, 1.7345, 4.5602], [3.8110, 1.9794, 0.7208], [5.0207, 2.6493, 1.7095], [3.4984, 3.4668, 1.5524]],
  "atomic_forces_ev_per_a": [[-1.769, -2.086, 1.579], [-1.053, -1.018, -0.540], [0.059, 2.884, 1.162], [1.826, 0.659, -1.324], [-0.411, 0.059, 0.364], [0.366, -0.018, -0.156], [0.232, 0.336, -0.335], [0.623, -0.732, -0.937], [1.682, -4.648, 5.082], [0.389, 0.446, -1.678], [0.637, -0.635, -3.553], [-2.030, 3.637, 0.075], [-0.183, 0.313, 0.205], [0.778, -0.692, -0.775], [-0.900, 1.435, 0.961], [-0.398, 0.245, -0.178], [0.128, -2.101, -0.002], [-0.203, 0.992, 0.309], [-1.344, -1.973, -1.968], [1.468, 2.942, 1.844], [0.020, -0.360, 0.364], [-0.377, -0.071, -0.261], [0.079, -0.145, 0.551], [0.080, 0.492, -0.564], [2.511, 0.266, 4.503], [-1.424, 0.151, -2.716], [-1.574, -1.639, 0.011], [0.037, 0.736, -1.516], [0.091, 0.570, -0.172], [0.258, -0.021, -0.172], [0.127, 0.352, 0.058], [-0.228, -0.382, -0.006], [2.243, -0.759, 1.806], [-2.647, -3.758, 2.545], [1.303, 0.863, 4.383], [-0.631, 3.144, -9.378], [0.036, 0.533, -0.037], [0.145, -0.368, 0.387], [-0.577, 0.166, 0.309], [0.105, -0.106, 0.174], [-0.142, -1.536, -2.540], [0.006, 0.940, 1.353], [0.898, 2.780, 1.070], [-1.075, -3.356, -0.457], [0.030, 0.527, 0.639], [0.177, 0.443, -0.237], [0.095, 0.624, -0.182], [0.095, -0.475, 0.523], [-1.982, -2.449, -1.269], [1.099, 1.434, 1.153], [-1.384, 1.151, -0.075], [2.034, -0.765, -0.784], [0.288, 0.834, 0.771], [-0.958, 0.193, 0.143], [0.437, -0.732, -0.211], [0.430, 0.213, 0.187], [-1.569, 1.000, -0.869], [1.134, 2.212, -0.209], [-5.321, 2.912, 2.939], [5.837, -4.146, -2.549], [-0.261, -0.119, 0.893], [-0.935, 0.063, -0.099], [0.523, -1.499, 0.550], [0.632, -0.319, -0.695], [-0.418, -2.455, 0.875], [1.459, 0.349, 1.755], [-1.785, 5.032, 0.788], [0.752, -2.806, -3.116], [-0.242, 0.352, -0.499], [-0.142, 0.478, 0.596], [0.228, -0.183, -0.603], [0.145, -1.033, 0.061], [-0.014, -3.919, 2.810], [2.148, -1.545, 0.318], [1.159, 7.409, -6.420], [-2.447, -1.550, 2.950], [-0.201, 0.287, -0.256], [0.230, -0.348, 0.106], [-0.891, 0.429, 0.323], [0.069, -0.681, 0.381], [-0.582, -0.904, -0.728], [0.243, 1.304, 0.913], [0.586, -0.139, -0.779], [-0.504, 0.167, 0.829], [0.919, 0.018, 0.381], [-2.070, -1.174, -0.088], [2.328, 0.366, -1.351], [-0.112, -0.106, 0.303], [-1.654, -0.274, 0.716], [-0.350, 0.097, -0.061], [0.353, 0.253, -0.003], [-0.175, -0.002, 0.181], [0.282, 0.283, -0.175], [-0.702, -0.333, -0.104], [0.970, 0.358, -0.076], [-1.031, -0.331, 0.220], [0.571, 0.006, -0.682], [0.606, -0.159, 0.079], [-0.636, 0.029, -0.185], [0.159, 0.062, 0.268], [0.345, 0.390, 0.262], [-0.013, 0.230, -0.017], [0.549, 0.110, -0.169], [-0.030, -0.291, 0.303], [0.130, -0.150, -0.604], [1.689, 0.815, -0.371], [-1.121, 0.471, 1.185], [0.011, -0.177, 1.317], [-0.641, -1.343, -1.988], [0.301, 0.520, 0.191], [-0.468, 0.333, -0.744], [0.665, 0.199, -0.320], [-0.092, -0.480, 1.343], [-0.022, -0.010, -0.107], [0.115, -0.058, 0.683], [0.168, -0.094, 0.041], [-0.384, 0.006, -0.463], [-0.213, -0.141, -0.072], [-0.136, 0.127, -0.677], [0.164, 0.068, -0.064], [-0.393, 0.199, -0.125], [0.222, -0.265, 0.403], [0.300, 0.402, -0.247], [-0.544, -0.060, 0.140], [0.323, -0.070, 0.628], [0.273, 0.457, -0.202], [-0.349, -0.199, -0.357], [0.080, 0.094, -0.248], [0.760, -0.253, 1.378], [-0.517, 0.099, -0.297], [-0.486, 0.434, -1.626], [0.056, -0.771, 0.815], [1.328, 0.464, 1.327], [0.053, -2.117, -1.887], [2.104, 1.092, -0.056], [-3.051, -0.457, -0.872], [1.479, -0.149, -0.117], [0.159, -0.210, 0.381], [-0.191, 0.193, -0.644], [-0.116, 0.086, -0.425], [-0.199, -0.542, 0.089], [-0.244, 0.250, 0.454], [0.081, 0.153, -1.130], [-0.351, -0.048, 0.013], [-0.588, 0.857, 0.572], [-0.029, -0.168, 0.566], [0.229, 1.022, 0.077], [0.057, -0.980, 0.266], [-0.513, 0.730, 0.206], [-0.208, -0.545, 0.113], [0.069, 0.753, 0.410], [0.436, 0.053, 0.626], [0.468, 0.974, 0.077], [-1.788, -2.860, -0.091], [-1.512, 1.261, 2.505], [2.562, 0.313, 0.846], [-0.881, 1.829, -0.151], [-0.040, -1.212, -1.022], [-0.258, 0.948, -1.388], [0.063, -0.346, -0.103], [0.411, 0.481, -0.450], [-0.050, 0.017, -0.220], [0.156, -0.071, -0.027], [0.619, -0.101, -0.063], [0.860, -0.282, -0.833], [0.300, -0.210, 0.108], [-0.133, 0.765, -0.187], [0.638, -0.061, -0.224], [-0.548, -0.770, -0.490], [-0.164, 0.069, -0.683], [-0.036, -0.854, 0.852], [-0.618, 0.069, 0.185], [0.322, 0.303, 0.322], [-0.434, -0.474, 0.207], [0.351, 0.030, 0.440], [-0.348, 0.179, 0.257]]
}



{
  "formula": "C34H14Cl3F15GeN2OS3SiYb",
  "method": "the ωB97M-V functional and the def2-TZVPD basis",
  "orbital_gap_ev": [7.897, 7.891],
  "s2": 0.75,
  "spin_multiplicity": 2,
  "total_charge": -1,
  "symbols": ["Yb", "C", "C", "N", "N", "C", "S", "S", "C", "C", "C", "C", "C", "C", "C", "C", "C", "C", "C", "C", "C", "O", "H", "H", "H", "H", "H", "H", "H", "H", "H", "H", "H", "H", "H", "H", "Cl", "Si", "Cl", "Cl", "F", "C", "C", "C", "F", "C", "F", "C", "F", "C", "F", "Ge", "S", "C", "C", "F", "C", "F", "C", "F", "C", "F", "C", "F", "C", "C", "F", "C", "F", "C", "F", "C", "F", "C", "F"],
  "xyz": [[0.9648, -0.1123, -0.2990], [-2.3836, 2.8968, 1.0291], [-1.0615, 2.3054, 0.6251], [-0.8666, 1.0402, 0.5601], [-1.9565, 0.1890, 0.7994], [-2.1400, -0.6819, -0.1388], [-1.3322, -0.7524, -1.6754], [-3.3713, -1.9185, 0.1174], [-4.1581, -1.4603, 1.6864], [-3.5385, -2.1155, 2.8995], [-2.2958, -1.7245, 3.3962], [-1.7638, -2.3372, 4.5259], [-2.4657, -3.3462, 5.1822], [-3.6982, -3.7498, 4.6873], [-4.2249, -3.1378, 3.5519], [0.0184, 3.2285, 0.1946], [0.1183, 4.5009, 0.7546], [1.0683, 5.4152, 0.3325], [1.9175, 5.0581, -0.7124], [1.8195, 3.8107, -1.3016], [0.8966, 2.8585, -0.8445], [0.8788, 1.6469, -1.3681], [-3.1487, 2.1347, 1.0790], [-2.6734, 3.6693, 0.3168], [-2.2962, 3.3658, 2.0133], [-5.1931, -1.7812, 1.5799], [-4.1206, -0.3742, 1.7391], [-1.7437, -0.9515, 2.8748], [-0.7880, -2.0302, 4.8876], [-2.0533, -3.8138, 6.0725], [-4.2513, -4.5435, 5.1808], [-5.1868, -3.4636, 3.1619], [-0.5533, 4.7689, 1.5647], [1.1449, 6.3859, 0.8028], [2.6646, 5.7595, -1.0686], [2.4715, 3.5244, -2.1235], [2.4743, 1.3502, 1.2493], [3.7185, 0.7595, -0.7293], [5.5796, 1.4443, -0.0530], [3.6682, -1.2302, 0.2365], [-1.2529, -3.6976, -1.3281], [-1.1737, -4.9750, -0.9533], [-0.2562, -5.3802, 0.0093], [-0.2070, -6.7470, 0.2472], [0.6660, -7.2957, 1.1043], [-1.0374, -7.6424, -0.3890], [-0.9621, -8.9515, -0.1291], [-1.9518, -7.1884, -1.3054], [-2.7589, -8.0503, -1.9188], [-2.0224, -5.8477, -1.6001], [-2.8921, -5.4186, -2.5159], [0.9889, -4.0247, 0.8172], [0.4083, -2.0890, 1.5217], [1.6698, -4.9002, 2.4533], [0.8284, -5.5296, 3.3553], [-0.4831, -5.6587, 3.1178], [1.2816, -6.0363, 4.5534], [0.4533, -6.6495, 5.4023], [2.6103, -5.8955, 4.8830], [3.0641, -6.3803, 6.0365], [3.4716, -5.2467, 4.0291], [4.7571, -5.1097, 4.3643], [2.9874, -4.7510, 2.8410], [3.8670, -4.1219, 2.0481], [2.3663, -4.1585, -0.6503], [2.4363, -3.2626, -1.7016], [1.6171, -2.1951, -1.7476], [3.3328, -3.3470, -2.7326], [3.3709, -2.4299, -3.7004], [4.2265, -4.3886, -2.7448], [5.1092, -4.4986, -3.7352], [4.2036, -5.3173, -1.7334], [5.0677, -6.3329, -1.7613], [3.2847, -5.1919, -0.7099], [3.3266, -6.1497, 0.2298]],
  "atomic_forces_ev_per_a": [[-1.204, -1.057, -0.106], [0.123, 0.116, 0.004], [0.106, 0.241, -0.081], [-0.300, -0.135, -0.222], [0.037, -0.062, 0.228], [-0.054, 0.323, 0.171], [0.067, -0.120, 0.191], [-0.010, -0.055, -0.356], [0.374, -0.055, 0.138], [-0.170, 0.013, 0.102], [-0.007, -0.010, 0.110], [-0.117, -0.034, -0.037], [0.055, 0.106, -0.064], [-0.054, 0.035, -0.105], [0.012, -0.099, 0.075], [-0.386, -0.129, 0.259], [-0.039, 0.111, 0.102], [-0.032, -0.135, -0.030], [-0.026, -0.072, -0.039], [0.141, 0.081, -0.174], [0.008, -0.215, -0.268], [0.214, 0.808, -0.355], [-0.074, -0.098, 0.009], [0.012, 0.008, 0.023], [0.015, -0.007, -0.046], [-0.055, 0.036, 0.005], [-0.027, 0.022, 0.107], [-0.105, -0.065, 0.122], [-0.063, -0.011, -0.034], [-0.026, 0.036, -0.138], [0.045, 0.077, -0.056], [0.080, 0.036, 0.064], [0.039, 0.009, -0.076], [-0.003, 0.006, 0.008], [-0.036, -0.033, 0.009], [-0.085, 0.041, 0.119], [0.441, 0.422, 0.114], [0.542, 0.113, 0.765], [0.121, 0.057, -0.037], [0.409, -0.194, -0.347], [0.254, -0.136, 0.161], [0.101, 0.156, 0.098], [-0.134, 0.314, -0.022], [0.131, 0.175, 0.136], [0.122, 0.171, 0.101], [0.033, -0.264, 0.094], [0.022, -0.051, 0.038], [-0.270, -0.144, -0.214], [-0.109, -0.118, -0.097], [-0.134, 0.064, -0.137], [0.002, 0.030, 0.006], [0.184, -0.396, -0.155], [0.036, -0.147, -0.329], [-0.004, 0.115, -0.069], [-0.035, 0.145, -0.055], [-0.008, 0.042, -0.259], [-0.078, -0.051, 0.098], [-0.069, -0.032, 0.039], [0.097, -0.098, 0.236], [0.053, -0.080, 0.187], [0.234, 0.018, 0.097], [0.045, 0.012, 0.003], [-0.005, -0.014, -0.254], [-0.082, 0.069, -0.063], [-0.018, 0.082, 0.189], [-0.118, -0.172, 0.444], [-0.582, 0.439, 0.016], [0.141, 0.188, -0.350], [-0.059, 0.028, 0.029], [0.299, -0.101, -0.301], [0.057, -0.017, -0.050], [0.112, -0.200, 0.088], [0.040, -0.078, 0.054], [-0.043, -0.141, 0.075], [-0.184, 0.084, 0.014]]
}



Record order is preserved below.
ΔE to the lowest compared entry with this formula, charge and spin: 3.986, 1.141 eV
Record order is preserved below.
Molecular weight: 1133.324, 1227.765 g/mol